{
  "formula": "C22H29N5O5Ti",
  "method": "ωB97M-V/def2-TZVPD",
  "orbital_gap_ev": 6.59,
  "relative_energy_kcal_mol": 12.2,
  "lumo_energy_ev": -14.118,
  "homo_ev": -20.710,
  "charge": 4,
  "elements": ["Ti", "O", "C", "O", "C", "O", "C", "C", "O", "O", "H", "H", "H", "H", "H", "N", "C", "C", "C", "C", "C", "N", "C", "H", "H", "H", "H", "C", "C", "N", "C", "C", "N", "C", "C", "H", "H", "H", "H", "H", "H", "H", "H", "H", "H", "H", "H", "H", "N", "C", "C", "C", "C", "C", "C", "H", "H", "H", "H", "H", "H", "H"],
  "coordinates": [[-0.081, 0.211, -0.843], [0.307, -3.037, -3.556], [0.225, -1.812, -3.197], [0.091, -1.454, -1.998], [0.290, -0.854, -4.362], [0.007, 0.459, -3.938], [0.995, 1.433, -4.138], [1.898, 1.591, -2.928], [2.980, 1.874, -2.684], [0.985, 1.225, -1.631], [0.231, -3.699, -2.844], [-0.450, -1.177, -5.102], [1.271, -0.969, -4.838], [0.516, 2.403, -4.297], [1.649, 1.233, -4.992], [0.321, 6.163, 1.267], [-0.124, 5.114, 1.408], [-0.628, 3.780, 1.554], [-1.439, 3.393, 2.623], [-1.880, 2.075, 2.680], [-1.509, 1.190, 1.692], [-0.698, 1.550, 0.664], [-0.285, 2.840, 0.596], [-1.720, 4.113, 3.382], [-2.525, 1.741, 3.482], [-1.880, 0.172, 1.691], [0.349, 3.122, -0.232], [1.817, -2.461, 2.429], [0.749, -1.652, 1.663], [1.394, -0.736, 0.667], [2.427, -1.531, -0.077], [3.604, -1.905, 0.846], [3.129, -1.755, 2.258], [2.964, -0.298, 2.570], [2.132, 0.328, 1.433], [1.933, -3.474, 2.047], [1.589, -2.520, 3.492], [0.165, -1.041, 2.350], [0.070, -2.333, 1.150], [2.798, -0.944, -0.916], [1.945, -2.426, -0.465], [4.465, -1.251, 0.714], [3.927, -2.933, 0.690], [3.820, -2.163, 2.896], [3.949, 0.158, 2.643], [2.476, -0.221, 3.540], [2.763, 0.869, 0.729], [1.422, 1.031, 1.858], [-1.990, 0.562, -1.712], [-2.902, -0.042, -0.743], [-2.631, -1.338, -0.306], [-3.429, -1.894, 0.696], [-4.478, -1.160, 1.231], [-4.741, 0.130, 0.766], [-3.944, 0.703, -0.214], [-2.087, 0.151, -2.642], [-2.218, 1.551, -1.832], [-1.895, -1.959, -0.806], [-3.263, -2.914, 1.017], [-5.117, -1.600, 1.985], [-5.583, 0.684, 1.161], [-4.157, 1.703, -0.578]]
}